Entry 1:
Molecular formula: C30H39AlN7O2
Method: DFT, the ωB97M-V functional and the def2-TZVPD basis

HOMO level: -5.85 eV
HOMO-LUMO gap: 8.130 eV

The geometry in ORCA input format:
```
! wB97M-V def2-TZVPD RIJCOSX def2/J DEFGRID3
* xyz -1 1
O 3.38 -1.14 2.96
O 2.23 -0.33 3.00
C 1.05 -1.14 2.88
Al -0.60 0.05 3.18
C -2.38 -0.92 2.99
C -3.51 -0.47 2.19
C -4.75 -1.17 2.02
N -4.99 -2.34 2.65
C -3.97 -2.78 3.40
C -2.67 -2.22 3.65
H 3.05 -2.01 2.65
H 1.09 -1.87 3.74
H 0.97 -1.65 1.88
H -0.41 0.69 4.65
H -0.58 1.27 2.15
H -3.40 0.51 1.66
H -5.56 -0.77 1.37
H -4.16 -3.75 3.93
H -1.93 -2.73 4.28
N -0.03 0.16 -0.63
C -0.27 0.25 -1.97
C 0.90 0.60 -2.59
C 1.89 0.72 -1.58
C 1.28 0.44 -0.38
H -0.72 -0.07 0.07
H -1.25 0.06 -2.37
H 1.04 0.74 -3.65
H 2.93 0.98 -1.72
H 1.67 0.42 0.63
N 2.16 1.81 -6.22
C 2.40 2.73 -5.24
C 2.46 3.97 -5.82
C 2.25 3.79 -7.21
C 2.06 2.45 -7.43
H 2.07 0.82 -6.08
H 2.50 2.42 -4.21
H 2.64 4.90 -5.31
H 2.23 4.56 -7.97
H 1.87 1.89 -8.33
N 2.21 -5.73 6.43
C 2.16 -6.13 5.12
C 2.57 -5.09 4.34
C 2.90 -4.01 5.21
C 2.67 -4.44 6.49
H 1.96 -6.30 7.22
H 1.82 -7.12 4.86
H 2.64 -5.09 3.27
H 3.26 -3.04 4.93
H 2.79 -3.94 7.44
N -4.49 -2.44 6.67
C -4.39 -3.51 7.52
C -5.24 -3.30 8.57
C -5.89 -2.05 8.35
C -5.41 -1.55 7.17
H -3.98 -2.32 5.82
H -3.72 -4.32 7.30
H -5.39 -3.96 9.41
H -6.62 -1.58 8.99
H -5.63 -0.64 6.64
N -3.01 -1.58 -4.20
C -3.02 -0.36 -4.83
C -2.61 -0.55 -6.13
C -2.33 -1.94 -6.28
C -2.59 -2.54 -5.08
H -3.26 -1.73 -3.24
H -3.33 0.53 -4.31
H -2.51 0.21 -6.88
H -1.99 -2.44 -7.17
H -2.51 -3.57 -4.77
N 4.22 7.70 -4.82
C 3.98 7.78 -6.17
C 5.16 8.13 -6.78
C 6.15 8.25 -5.77
C 5.54 7.98 -4.58
H 3.54 7.47 -4.12
H 3.00 7.59 -6.56
H 5.29 8.28 -7.84
H 7.18 8.51 -5.91
H 5.93 7.95 -3.57
*
```

=====

Entry 2:
Molecular formula: C29H28GaN6O5S
Method: DFT, the ωB97M-V functional and the def2-TZVPD basis

relative energy (zero: lowest compared OMol25 entry of this formula, charge and spin): 0.000 eV
HOMO level: -10.19 eV
HOMO-LUMO gap: 7.019 eV

The geometry in ORCA input format:
```
! wB97M-V def2-TZVPD RIJCOSX def2/J DEFGRID3
* xyz 1 1
Ga 1.10 -1.77 0.36
O -1.82 1.95 3.08
C -2.70 1.00 2.74
C -4.04 1.21 3.10
C -5.01 0.30 2.76
C -4.68 -0.86 2.05
C -3.37 -1.09 1.71
C -2.36 -0.17 2.04
C -0.97 -0.49 1.66
O -0.76 -1.59 1.00
N -0.01 0.35 1.98
N 1.20 -0.12 1.50
C 2.25 0.61 1.63
C 3.55 0.23 1.14
C 4.57 1.19 1.21
C 5.85 0.92 0.80
C 6.14 -0.35 0.31
C 5.16 -1.32 0.23
C 3.85 -1.06 0.64
O 2.96 -2.05 0.57
H -0.92 1.65 2.80
H -4.28 2.12 3.65
H -6.04 0.48 3.05
H -5.45 -1.58 1.79
H -3.08 -1.98 1.17
H 2.14 1.58 2.12
H 4.32 2.17 1.61
H 6.62 1.68 0.86
H 7.15 -0.59 -0.02
H 5.39 -2.31 -0.14
N 1.25 -3.40 1.88
N 0.28 -4.39 1.69
C -0.25 -4.57 0.47
N -1.23 -5.46 0.36
S 0.35 -3.76 -0.90
H 2.18 -3.79 1.81
H 1.12 -2.98 2.80
H -0.19 -4.76 2.50
H -1.58 -5.99 1.14
H -1.62 -5.64 -0.55
C -3.39 4.27 0.08
O -2.63 3.14 -0.34
C -1.34 3.35 -0.70
C -0.69 4.57 -0.66
C 0.64 4.65 -1.05
C 1.33 3.52 -1.46
C 0.69 2.29 -1.49
C -0.64 2.20 -1.12
N -1.45 1.02 -1.10
C -1.54 -0.02 -1.87
C -0.61 -0.56 -2.83
C -1.09 -0.92 -4.10
C -0.26 -1.52 -5.01
C 1.05 -1.83 -4.64
C 1.52 -1.56 -3.37
C 0.70 -0.93 -2.43
O 1.11 -0.70 -1.20
H -2.96 4.71 0.99
H -4.38 3.90 0.30
H -3.44 5.02 -0.71
H -1.22 5.46 -0.34
H 1.14 5.61 -1.02
H 2.37 3.58 -1.74
H 1.24 1.40 -1.76
H -2.24 1.15 -0.48
H -2.48 -0.56 -1.73
H -2.11 -0.69 -4.36
H -0.62 -1.76 -6.00
H 1.71 -2.32 -5.35
H 2.53 -1.83 -3.07
*
```

=====

Entry 3:
Molecular formula: H18NO7
Method: DFT, the ωB97M-V functional and the def2-TZVPD basis

relative energy (zero: lowest compared OMol25 entry of this formula, charge and spin): 2.121 eV
HOMO level: -14.39 eV
HOMO-LUMO gap: 11.734 eV

The geometry in ORCA input format:
```
! wB97M-V def2-TZVPD RIJCOSX def2/J DEFGRID3
* xyz 1 1
N 0.84 -0.98 1.25
H 1.07 -1.73 0.62
H 1.63 -0.41 1.61
H 0.21 -0.33 0.79
H 0.26 -1.28 2.03
H -3.73 -0.58 -1.22
H -3.68 -2.12 -1.08
O -3.50 -1.29 -0.62
H 1.81 0.89 3.74
H 3.11 0.93 2.87
O 2.20 0.63 2.89
H -2.03 -1.68 0.49
H -1.81 -2.33 1.89
O -1.36 -2.04 1.09
H -0.44 2.53 -1.72
H -0.07 3.23 -2.81
O 0.44 2.82 -2.09
H 4.02 -2.05 -2.24
H 2.77 -2.91 -2.36
O 3.14 -2.17 -1.85
H 1.89 0.37 -1.47
H 1.41 1.43 -0.63
O 1.69 0.50 -0.54
H -2.76 3.16 0.27
H -4.02 2.81 -0.47
O -3.08 2.57 -0.44
*
```

=====

Entry 4:
Molecular formula: C21H26Br3F15O10
Method: DFT, the ωB97M-V functional and the def2-TZVPD basis

relative energy (zero: lowest compared OMol25 entry of this formula, charge and spin): 3.271 eV
HOMO level: -10.40 eV
HOMO-LUMO gap: 9.872 eV

The geometry in ORCA input format:
```
! wB97M-V def2-TZVPD RIJCOSX def2/J DEFGRID3
* xyz 0 1
C 5.80 -7.84 -0.45
C 6.42 -6.46 -0.91
O 6.56 -5.76 0.31
C 7.22 -4.48 0.34
O 7.38 -3.70 -0.61
C 7.78 -4.13 1.69
F 7.50 -2.82 1.96
F 7.24 -4.88 2.66
F 9.08 -4.36 1.69
H 6.58 -8.19 0.24
H 5.58 -8.51 -1.27
H 4.89 -7.70 0.13
H 5.59 -6.16 -1.55
H 7.36 -6.57 -1.47
C 4.87 -1.57 -5.37
C 6.17 -0.75 -5.07
O 5.74 0.62 -5.14
C 6.22 1.36 -6.13
O 7.04 1.01 -6.99
C 5.61 2.81 -6.19
F 5.20 3.13 -7.43
F 4.54 2.90 -5.31
F 6.49 3.71 -5.71
H 5.13 -2.60 -5.61
H 4.35 -1.24 -6.27
H 4.31 -1.49 -4.44
H 6.95 -1.02 -5.77
H 6.54 -1.11 -4.11
C -0.26 1.16 1.09
C -0.20 -0.25 1.68
O 0.19 -1.16 0.75
C 1.12 -2.09 1.07
O 1.50 -2.30 2.19
C 1.70 -2.88 -0.21
F 1.97 -4.17 0.02
F 0.86 -2.83 -1.29
F 2.88 -2.24 -0.43
H -1.19 1.30 0.53
H 0.59 1.25 0.42
H -0.22 1.86 1.92
H -1.04 -0.49 2.32
H 0.59 -0.11 2.42
C -3.66 6.18 2.44
C -4.68 7.04 1.65
O -5.89 6.32 1.36
C -6.46 6.48 0.10
O -5.95 7.03 -0.86
C -7.91 5.78 0.13
F -7.91 4.52 -0.19
F -8.46 5.90 1.35
F -8.70 6.46 -0.65
H -3.80 5.11 2.26
H -3.74 6.16 3.53
H -2.68 6.47 2.07
H -4.21 7.30 0.70
H -4.75 8.03 2.11
C -6.83 1.38 4.88
C -7.43 0.16 4.23
O -6.59 -0.98 4.27
C -6.34 -1.74 5.38
O -6.90 -1.58 6.44
C -5.03 -2.61 5.23
F -5.39 -3.86 5.46
F -4.46 -2.49 4.03
F -4.09 -2.24 6.07
H -6.06 1.81 4.25
H -6.25 1.06 5.75
H -7.59 2.15 4.99
H -7.85 0.33 3.24
H -8.33 0.00 4.83
C -2.93 1.90 -4.20
Br -1.10 1.43 -3.72
Br -4.20 2.01 -2.62
Br -3.55 0.44 -5.40
H -2.93 2.83 -4.76
*
```

=====

Entry 5:
Molecular formula: C4H8ClF
Method: DFT, the ωB97M-V functional and the def2-TZVPD basis

relative energy (zero: lowest compared OMol25 entry of this formula, charge and spin): 4.516 eV
HOMO level (spin up / spin down): -8.81 / -8.72 eV
HOMO-LUMO gap (spin up / spin down): 8.781 / 8.938 eV

The geometry in ORCA input format:
```
! wB97M-V def2-TZVPD RIJCOSX def2/J DEFGRID3
* xyz 0 1
C 1.14 -1.84 0.15
C -0.94 2.50 -0.20
C 0.72 -0.38 -0.08
C -0.86 -0.09 0.09
F -1.13 -0.29 1.51
Cl -1.93 -0.87 -0.99
H 1.13 -2.00 1.24
H 2.11 -2.07 -0.45
H 0.21 -2.42 -0.10
H -2.03 2.45 -0.36
H -0.42 2.39 0.75
H -0.28 2.45 -1.03
H 1.25 0.26 0.56
H 1.02 -0.09 -1.08
*
```

=====

Entry 6:
Molecular formula: C25H41GaN3P2
Method: DFT, the ωB97M-V functional and the def2-TZVPD basis

relative energy (zero: lowest compared OMol25 entry of this formula, charge and spin): 0.277 eV
HOMO level (spin up / spin down): -9.71 / -9.71 eV
HOMO-LUMO gap (spin up / spin down): 4.622 / 4.555 eV

The geometry in ORCA input format:
```
! wB97M-V def2-TZVPD RIJCOSX def2/J DEFGRID3
* xyz 1 1
Ga 4.48 0.87 -1.79
C -1.73 -0.88 3.55
C -1.30 -1.84 2.59
C 0.52 -1.22 3.85
C -0.59 -0.47 4.31
C 0.09 -2.06 2.78
C -3.13 -0.54 3.88
H -3.75 -0.51 2.97
H -3.17 0.44 4.39
H -3.56 -1.29 4.57
C -0.60 0.47 5.46
H -1.48 1.12 5.42
H 0.31 1.09 5.43
H -0.61 -0.06 6.44
C 1.87 -1.24 4.43
H 1.98 -1.98 5.23
H 2.08 -0.25 4.82
H 2.59 -1.42 3.64
C 0.90 -3.10 2.14
H 0.84 -4.04 2.71
H 1.95 -2.81 2.10
H 0.55 -3.28 1.11
C -2.18 -2.68 1.75
H -2.00 -3.74 1.98
H -1.97 -2.54 0.68
H -3.23 -2.45 1.94
C -1.40 1.66 0.81
C -2.64 1.15 0.80
C -3.39 0.32 -0.19
C -2.66 -0.15 -1.50
C -1.47 -1.02 -1.36
C -0.23 -0.66 -0.92
C 0.44 0.63 -0.49
C -0.54 1.79 -0.41
H -4.28 0.87 -0.55
H -2.47 0.75 -2.09
H -3.80 -0.54 0.37
H -1.13 1.78 -1.34
H -0.97 2.09 1.69
H -3.25 1.46 1.65
H -0.01 2.76 -0.37
H 0.88 0.48 0.51
H 0.48 -1.47 -0.77
H 1.30 0.89 -1.15
H -3.40 -0.75 -2.05
H -1.64 -2.07 -1.63
P 0.12 1.53 -3.49
C -0.16 3.25 -4.09
C -1.10 0.75 -4.64
P 2.68 -0.25 -3.57
C 1.76 1.21 -4.27
C 1.72 -1.50 -4.62
C 4.07 -0.13 -4.77
H 0.68 3.89 -3.77
H -1.09 3.63 -3.64
H -0.25 3.28 -5.18
H -0.96 1.13 -5.66
H -2.11 1.02 -4.32
H -1.03 -0.35 -4.64
H 3.68 0.06 -5.78
H 4.60 -1.09 -4.74
H 4.76 0.68 -4.48
H 2.39 2.10 -4.09
H 1.58 1.09 -5.36
H 2.33 -2.41 -4.72
H 1.53 -1.12 -5.63
H 0.76 -1.78 -4.17
N 3.75 1.35 1.53
C 3.23 1.47 2.57
N 2.57 1.49 3.71
C 2.81 2.26 4.73
N 3.01 2.89 5.71
*
```

=====

Entry 7:
Molecular formula: C8H12O6
Method: DFT, the ωB97M-V functional and the def2-TZVPD basis

relative energy (zero: lowest compared OMol25 entry of this formula, charge and spin): 1.477 eV
⟨S²⟩: 0.7545
HOMO level (spin up / spin down): -12.93 / -12.93 eV
HOMO-LUMO gap (spin up / spin down): 8.018 / 2.182 eV

The geometry in ORCA input format:
```
! wB97M-V def2-TZVPD RIJCOSX def2/J DEFGRID3
* xyz 1 2
C 6.51 -4.36 -4.62
C 7.33 -3.20 -5.34
C 7.71 -2.07 -4.33
O 9.02 -2.46 -3.97
C 9.58 -3.21 -4.93
O 10.80 -3.28 -5.12
O 8.57 -3.81 -5.63
H 5.81 -3.80 -4.00
H 7.03 -5.07 -3.98
H 5.72 -4.90 -5.15
H 7.00 -2.79 -6.29
H 6.99 -2.28 -3.54
H 7.74 -1.09 -4.80
C 7.68 1.33 -3.42
C 7.96 2.82 -3.29
C 7.83 3.49 -4.60
O 7.09 4.61 -4.14
C 6.76 4.55 -2.84
O 6.33 5.56 -2.25
O 7.19 3.43 -2.34
H 7.74 0.68 -2.54
H 8.27 0.91 -4.23
H 6.73 1.20 -3.93
H 9.04 2.87 -3.10
H 7.26 2.94 -5.36
H 8.85 3.79 -4.82
*
```

=====

Entry 8:
Molecular formula: C6H7NO
Method: DFT, the ωB97M-V functional and the def2-TZVPD basis

relative energy (zero: lowest compared OMol25 entry of this formula, charge and spin): 6.178 eV
HOMO level: -8.45 eV
HOMO-LUMO gap: 8.341 eV

The geometry in ORCA input format:
```
! wB97M-V def2-TZVPD RIJCOSX def2/J DEFGRID3
* xyz 0 1
C -2.50 -0.58 0.03
C -0.96 -0.25 -0.06
C 1.05 -0.22 -0.11
C 2.23 -0.79 -0.09
C 0.56 1.18 -0.05
C -0.77 1.14 -0.26
H -2.95 -0.87 -1.00
H -2.38 -1.84 0.73
H -2.94 0.53 0.94
H 2.59 -1.95 -0.52
H 3.16 0.88 0.12
H 1.08 2.15 0.26
H -1.59 1.84 -0.05
N 0.07 -1.17 -0.03
O 3.36 -0.03 0.09
*
```

=====

Entry 9:
Molecular formula: C4H7NO
Method: DFT, the ωB97M-V functional and the def2-TZVPD basis

relative energy (zero: lowest compared OMol25 entry of this formula, charge and spin): 0.525 eV
HOMO level: -10.30 eV
HOMO-LUMO gap: 11.113 eV

The geometry in ORCA input format:
```
! wB97M-V def2-TZVPD RIJCOSX def2/J DEFGRID3
* xyz 0 1
C 1.21 0.71 0.72
C 0.10 0.91 -0.31
C -0.26 -0.39 -1.03
N -0.66 -1.43 -0.11
C -1.58 -1.67 0.64
O -2.41 -2.02 1.39
H 0.98 -0.15 1.36
H 1.33 1.59 1.35
H 2.16 0.50 0.22
H 0.40 1.64 -1.07
H -0.81 1.31 0.17
H -1.07 -0.23 -1.76
H 0.61 -0.76 -1.58
*
```

=====

Entry 10:
Molecular formula: C5H12NO2
Method: DFT, the ωB97M-V functional and the def2-TZVPD basis

relative energy (zero: lowest compared OMol25 entry of this formula, charge and spin): 3.016 eV
HOMO level: -3.09 eV
HOMO-LUMO gap: 6.750 eV

The geometry in ORCA input format:
```
! wB97M-V def2-TZVPD RIJCOSX def2/J DEFGRID3
* xyz -1 1
C 2.34 0.51 -1.08
C 1.54 1.07 0.09
N 0.62 0.15 0.81
C -0.82 0.21 0.43
C -1.60 -0.46 1.59
O -2.75 -1.11 1.21
C -1.20 -0.42 -0.96
O -1.45 -1.81 -0.89
H 2.73 -0.51 -0.86
H 3.19 1.15 -1.39
H 1.69 0.30 -1.92
H 2.14 1.56 0.86
H 0.93 1.84 -0.38
H 0.91 -0.81 0.62
H -1.05 1.27 0.35
H -0.85 -1.16 2.05
H -1.75 0.23 2.44
H -2.09 0.13 -1.32
H -0.34 -0.34 -1.60
H -2.19 -1.81 -0.04
*
```

=====

Entry 11:
Molecular formula: C4H12N3
Method: DFT, the ωB97M-V functional and the def2-TZVPD basis

relative energy (zero: lowest compared OMol25 entry of this formula, charge and spin): 3.155 eV
⟨S²⟩: 2.0055
HOMO level (spin up / spin down): -9.36 / -14.80 eV
HOMO-LUMO gap (spin up / spin down): 6.149 / 8.564 eV

The geometry in ORCA input format:
```
! wB97M-V def2-TZVPD RIJCOSX def2/J DEFGRID3
* xyz 1 3
C -1.16 2.06 -0.06
C -1.60 -1.43 -0.19
C -0.97 0.86 0.44
C -0.52 -0.37 -0.27
N 2.15 0.59 -0.64
N 1.82 0.10 0.61
N 0.72 -0.91 0.42
H -1.03 2.29 -1.11
H 2.95 0.20 -1.11
H -1.48 2.87 0.58
H -2.52 -1.02 -0.59
H -1.36 -2.33 -0.76
H -1.80 -1.71 0.84
H -1.12 0.70 1.51
H -0.24 -0.14 -1.30
H 2.10 1.60 -0.69
H 1.03 -1.74 -0.12
H 0.45 -1.22 1.37
H 2.59 -0.40 1.07
*
```

=====

Number 1: M 556.7 g/mol, E_tot -52861.60886 eV. Number 2: M 642.4 g/mol, E_tot -112914.09080 eV. Number 3: M 144.1 g/mol, E_tot -16109.25538 eV. Number 4: M 963.1 g/mol, E_tot -293561.07594 eV. Number 5: M 110.6 g/mol, E_tot -19513.51222 eV. Number 6: M 515.3 g/mol, E_tot -102002.23551 eV. Number 7: M 204.2 g/mol, E_tot -20763.09390 eV. Number 8: M 109.1 g/mol, E_tot -9866.47976 eV. Number 9: M 85.1 g/mol, E_tot -7799.11928 eV. Number 10: M 118.2 g/mol, E_tot -10963.97390 eV. Number 11: M 102.2 g/mol, E_tot -8799.47172 eV.